(1)
85
Properties=species:S:1:pos:R:3 method="wB97M-V/def2-TZVPD" fmax_ha_per_bohr=0.00896 total_charge=-2 de_lowest_ev=0.000 lumo_ev=4.248 energy_ha=-2788.67062 orbital_gap_ev=5.51
Tl 0.2508 -0.3476 0.3224
N 1.7327 -4.2633 1.4834
C 2.1851 -3.0107 1.1057
O 2.3735 -2.1479 1.9446
C 2.3590 -2.8247 -0.3762
C 0.9698 -2.4406 -0.9650
H 1.2919 -4.2809 2.3895
H 1.2469 -4.7806 0.7676
H 2.7850 -3.7444 -0.7996
H 3.0618 -2.0061 -0.5319
H 0.3131 -3.3189 -0.8969
H 1.0956 -2.2423 -2.0357
F -5.1261 -3.0039 3.9713
C -5.7982 -2.4884 2.9289
F -6.6405 -1.5570 3.4217
F -6.6164 -3.5074 2.4998
C -4.9310 -1.9981 1.8126
C -5.1360 -2.5321 0.5527
C -4.3698 -2.1040 -0.5186
C -3.3993 -1.1479 -0.2524
N -3.1812 -0.6118 0.9397
C -3.9398 -0.9776 2.0161
S -3.6923 -0.1838 3.5067
H -5.8975 -3.2847 0.4075
H -4.5103 -2.5041 -1.5146
H -2.7486 -0.7960 -1.0535
C -2.2090 2.3271 -0.5366
C -1.4878 1.9679 -1.8114
N -1.2965 3.0096 -2.6949
O -1.1342 0.8398 -2.0971
H -3.2270 2.6402 -0.7827
H -1.7051 3.1423 -0.0115
H -2.2617 1.4576 0.1185
H -1.2785 3.9458 -2.3287
H -0.6579 2.8142 -3.4490
N -0.9469 2.4725 3.2407
N -0.2573 3.0646 2.1251
H -0.5014 1.5988 3.4976
H -1.8646 2.1963 2.9133
H 0.1113 2.3289 1.5325
H 0.5391 3.5664 2.4903
C 2.4347 0.2269 -3.6386
C 3.9536 0.2398 -3.4443
C 4.6025 1.1570 -4.4863
C 4.5049 -1.1764 -3.5775
O 4.3264 0.7062 -2.1523
Si 3.4482 1.7044 -1.1415
O 2.1388 1.1136 -0.5377
O 3.2538 3.0785 -2.0906
C 2.8098 4.3597 -1.6801
C 4.0369 5.2153 -1.3574
C 1.8842 4.2932 -0.4604
C 2.0564 4.9595 -2.8650
O 4.5813 2.2338 -0.0258
C 5.4261 1.4623 0.8189
C 5.6978 2.3237 2.0489
C 6.7390 1.1782 0.0837
C 4.7673 0.1508 1.2431
H 2.1789 -0.2392 -4.5938
H 2.0445 1.2505 -3.6232
H 1.9478 -0.3139 -2.8244
H 4.2743 0.8919 -5.4965
H 5.6928 1.0788 -4.4342
H 4.3149 2.1881 -4.2685
H 4.3267 -1.5680 -4.5833
H 4.0162 -1.8318 -2.8526
H 5.5795 -1.1745 -3.3774
H 4.5911 4.7407 -0.5450
H 3.7448 6.2272 -1.0598
H 4.6880 5.2731 -2.2338
H 2.4395 3.9286 0.4096
H 1.0753 3.5812 -0.6455
H 1.4703 5.2801 -0.2369
H 2.7139 5.0093 -3.7371
H 1.6915 5.9642 -2.6334
H 1.2092 4.3140 -3.1099
H 6.0995 3.2927 1.7397
H 6.4134 1.8361 2.7172
H 4.7636 2.4912 2.5909
H 7.2448 2.1181 -0.1582
H 6.5136 0.6552 -0.8472
H 7.4035 0.5616 0.6966
H 3.7665 0.3285 1.6381
H 5.3717 -0.3532 2.0019
H 4.6577 -0.5137 0.3817

=====

(2)
118
Properties=species:S:1:pos:R:3 method="wB97M-V/def2-TZVPD" fmax_ha_per_bohr=0.05183 total_charge=+1 de_lowest_ev=1.574 lumo_ev=-2.244 energy_ha=-5976.03544 orbital_gap_ev=7.43
Sr -0.6656 1.2079 0.4672
C -4.3628 4.7253 -0.4874
O -3.6905 3.6880 0.2109
C -3.1938 2.6206 -0.3994
O -2.7348 1.7331 0.2930
N -3.2874 2.5333 -1.7434
N -2.6051 1.4812 -2.3743
H -4.7411 5.3927 0.2857
H -5.2036 4.3389 -1.0648
H -3.6772 5.2806 -1.1330
H -3.4317 3.3843 -2.2793
H -1.7047 1.8074 -2.7304
H -3.1617 1.1342 -3.1482
O 1.7769 -1.4736 -0.5442
N 2.2158 -0.8635 0.5895
C 2.8788 -1.5150 1.4504
C 3.3309 -0.8598 2.6559
C 4.0372 -1.5908 3.6118
C 4.4542 -1.0031 4.7899
C 4.1727 0.3321 5.0278
C 3.4753 1.0717 4.0876
C 3.0566 0.5022 2.8890
P 2.1835 1.4834 1.6151
C 2.2238 3.1451 2.3949
C 1.2187 3.4196 3.3204
C 1.2116 4.6105 4.0225
C 2.2087 5.5497 3.8018
C 3.1881 5.3014 2.8547
C 3.1935 4.1109 2.1487
C 3.5041 1.6182 0.3686
C 4.8325 1.7908 0.7522
C 5.8058 2.0076 -0.2062
C 5.4674 2.0385 -1.5504
C 4.1528 1.8226 -1.9358
C 3.1727 1.6187 -0.9799
H 2.1026 -2.3958 -0.6070
H 3.1199 -2.5760 1.3188
H 4.2610 -2.6303 3.4260
H 4.9941 -1.5828 5.5209
H 4.4975 0.7986 5.9465
H 3.2627 2.1092 4.2982
H 0.4548 2.6653 3.5009
H 0.4373 4.8045 4.7495
H 2.2126 6.4823 4.3462
H 3.9504 6.0372 2.6500
H 3.9566 3.9432 1.4043
H 5.0989 1.7680 1.7994
H 6.8301 2.1582 0.0991
H 6.2267 2.2412 -2.2911
H 3.8853 1.8166 -2.9824
H 2.1387 1.4584 -1.2714
O 1.0201 8.8540 2.4038
C 1.8700 8.0817 1.6990
O 3.0456 8.3300 1.6739
C 1.2901 6.9187 0.9824
C 1.9924 6.4233 -0.1168
C 1.5445 5.3124 -0.7897
C 0.4048 4.6382 -0.3484
S -0.1611 3.2837 -1.2808
C -0.2906 5.1175 0.7617
C 0.1352 6.2592 1.4068
H 0.0972 8.5950 2.2925
H 2.8864 6.9381 -0.4321
H 2.0539 4.9361 -1.6625
H -1.1823 4.6020 1.1061
H -0.4221 6.6007 2.2717
C -1.2477 -3.2654 -0.5401
C -1.2136 -3.8778 0.8401
As -1.1564 -5.8957 0.8022
C -2.6032 -6.1339 -0.5115
C -2.4489 -5.9472 -1.8808
C -3.5211 -6.1027 -2.7407
C -4.7635 -6.4554 -2.2422
C -4.9313 -6.6493 -0.8814
C -3.8561 -6.4914 -0.0242
C 0.3542 -6.1519 -0.4210
C 1.4460 -5.2946 -0.4797
C 2.4774 -5.5187 -1.3758
C 2.4420 -6.6250 -2.2078
C 1.3879 -7.5195 -2.1212
C 0.3576 -7.2839 -1.2310
P -1.3785 -1.4058 -0.6615
C -3.0656 -1.1682 -0.0139
C -4.2040 -0.9494 -0.7762
C -5.4307 -0.7850 -0.1582
C -5.5377 -0.8269 1.2211
C -4.3980 -0.9850 1.9929
C -3.1736 -1.1461 1.3757
C -1.4974 -1.3644 -2.4829
C -2.4412 -2.1041 -3.1934
C -2.4542 -2.0739 -4.5762
C -1.5169 -1.3230 -5.2669
C -0.5531 -0.6119 -4.5697
C -0.5425 -0.6341 -3.1851
H -2.1126 -3.6673 -1.0796
H -0.3439 -3.5125 -1.1082
H -2.1229 -3.6145 1.3876
H -0.3656 -3.5240 1.4361
H -1.4772 -5.6949 -2.2872
H -3.3819 -5.9484 -3.8017
H -5.5958 -6.5871 -2.9164
H -5.8995 -6.9266 -0.4914
H -3.9793 -6.6563 1.0411
H 1.4872 -4.4441 0.1934
H 3.3109 -4.8302 -1.4332
H 3.2336 -6.7893 -2.9221
H 1.3641 -8.3966 -2.7515
H -0.4719 -7.9791 -1.1667
H -4.1320 -0.8875 -1.8508
H -6.3151 -0.6254 -0.7547
H -6.5004 -0.7195 1.6981
H -4.4656 -0.9847 3.0718
H -2.2826 -1.2570 1.9863
H -3.1673 -2.7146 -2.6749
H -3.1952 -2.6454 -5.1156
H -1.5388 -1.3008 -6.3450
H 0.1879 -0.0432 -5.1118
H 0.2193 -0.0938 -2.6310